Record 1
This record from the OMol25 dataset describes a molecular structure, C27H43AuBrNPSi4Te. The level of theory is ωB97M-V/def2-TZVPD.

Properties
ΔE to the lowest compared entry with this formula, charge and spin: 12.5 kcal/mol
F_max: 0.6 eV/A
Frontier orbital gap (spin up / spin down): 5.486 / 5.524 eV
Charge: +1
LUMO (spin up / spin down): -0.186 / -0.179 Ha
E: -152013.7516 eV

CARTESIAN COORDINATES (ANGSTROEM)
Au (2.041536, 0.138484, -1.224732)
N (4.915696, 0.743862, -1.191729)
C (5.362941, 0.036979, -0.060984)
C (6.596692, -0.604452, -0.038936)
C (7.015315, -1.271372, 1.099376)
C (6.222445, -1.289299, 2.241046)
C (4.978863, -0.685505, 2.214015)
C (4.527712, -0.047972, 1.058190)
P (2.839294, 0.546437, 0.891790)
C (1.900287, -0.143873, 2.266021)
C (1.630099, -1.512855, 2.242953)
C (0.904123, -2.091200, 3.268125)
C (0.433820, -1.303673, 4.312936)
C (0.695372, 0.057016, 4.334108)
C (1.428979, 0.641642, 3.310764)
C (2.890287, 2.344908, 1.111913)
C (4.072006, 2.994790, 1.454007)
C (4.108471, 4.381707, 1.517628)
C (2.969998, 5.119558, 1.239116)
C (1.785814, 4.475018, 0.900242)
C (1.746622, 3.094383, 0.827979)
H (5.542632, 0.675906, -1.982418)
H (4.709607, 1.717874, -1.004758)
H (7.233849, -0.562451, -0.912673)
H (7.974067, -1.771051, 1.100476)
H (6.566757, -1.779618, 3.140016)
H (4.341349, -0.725642, 3.087931)
H (1.990573, -2.121637, 1.421228)
H (0.705335, -3.153933, 3.256756)
H (-0.141622, -1.754285, 5.109977)
H (0.333101, 0.666671, 5.149269)
H (1.629849, 1.704850, 3.328148)
H (4.960761, 2.419121, 1.682483)
H (5.028444, 4.882146, 1.785709)
H (3.003829, 6.199394, 1.278864)
H (0.900535, 5.053543, 0.673063)
H (0.828431, 2.593860, 0.546192)
Br (1.129462, -0.056919, -3.466678)
C (-5.292763, -2.439107, -0.454487)
Si (-3.443488, -2.686008, -0.363377)
C (-2.893384, -2.588343, 1.429811)
C (-2.972571, -4.354284, -1.072577)
Si (-2.294826, -0.938615, -1.499329)
Te (-0.018410, -1.950672, -1.356844)
Si (-2.355169, 1.022024, -0.184941)
C (-1.221240, 0.800843, 1.290357)
C (-4.134002, 1.208728, 0.377358)
C (-1.806814, 2.481330, -1.225614)
Si (-3.092801, -0.497272, -3.693622)
C (-2.340869, 0.967379, -4.569871)
C (-4.917070, -0.170994, -3.406149)
C (-2.789994, -2.074081, -4.654747)
H (-5.752547, -3.099170, 0.284463)
H (-5.697590, -2.701302, -1.430566)
H (-5.592027, -1.418953, -0.220797)
H (-3.128378, -3.521744, 1.944738)
H (-3.404057, -1.781941, 1.957130)
H (-1.819430, -2.418524, 1.521084)
H (-3.701846, -5.104664, -0.762251)
H (-1.993545, -4.676990, -0.713977)
H (-2.941586, -4.351306, -2.161091)
H (-1.589261, 0.018572, 1.954143)
H (-1.132169, 1.719279, 1.874896)
H (-0.220167, 0.504722, 0.967865)
H (-4.381671, 0.459509, 1.129672)
H (-4.828844, 1.092520, -0.454528)
H (-4.309163, 2.192387, 0.815693)
H (-0.989226, 2.214664, -1.896194)
H (-1.466965, 3.296189, -0.583101)
H (-2.626390, 2.863342, -1.833763)
H (-2.666810, 1.913541, -4.139753)
H (-2.673678, 0.940371, -5.610020)
H (-1.254213, 0.944930, -4.566653)
H (-5.070166, 0.828750, -2.997247)
H (-5.375844, -0.889266, -2.732462)
H (-5.454439, -0.217101, -4.355101)
H (-1.717885, -2.232909, -4.782562)
H (-3.236586, -2.025293, -5.648684)
H (-3.205449, -2.942983, -4.144300)

Cartesian forces (eV/Å) of the 6 atoms listed first:
-0.266 -0.164 0.117
0.063 0.027 -0.135
0.064 0.065 -0.040
0.023 -0.022 0.041
-0.042 0.005 -0.013
0.001 0.028 -0.011

---

Record 2
This record from the OMol25 dataset describes a molecular structure, C36H49BN9O2PrSe2. The level of theory is ωB97M-V/def2-TZVPD.

Properties
F_max: 4.0 eV/A
Frontier orbital gap (spin up / spin down): 3.145 / 3.147 eV
LUMO (spin up / spin down): -0.099 / -0.099 Ha
E: -201073.4352 eV
Multiplicity: 3

CARTESIAN COORDINATES (ANGSTROEM)
Pr (13.894800, 11.791209, 9.798414)
C (11.940935, 15.190122, 13.918991)
C (12.428897, 13.881732, 13.463684)
C (12.888076, 12.781569, 14.247002)
C (13.219239, 11.708517, 13.367350)
N (12.975662, 12.140916, 12.110111)
N (12.439760, 13.445193, 12.167140)
B (12.099723, 14.165308, 10.808875)
N (10.728644, 14.351298, 10.160882)
N (10.605217, 13.659968, 8.955822)
C (9.414103, 13.921935, 8.436789)
C (8.759222, 14.894429, 9.271024)
C (9.604177, 15.151002, 10.364600)
C (9.422216, 16.043515, 11.529335)
C (8.947751, 13.275777, 7.148382)
C (7.548372, 13.834897, 6.854678)
C (8.921416, 11.736560, 7.353182)
C (9.964844, 13.641385, 6.048349)
N (13.328553, 14.912371, 10.132827)
N (14.069474, 14.339102, 9.082361)
C (14.952858, 15.273683, 8.654366)
C (14.753213, 16.470185, 9.410682)
C (13.750096, 16.186940, 10.368879)
C (13.135697, 17.102088, 11.380107)
C (15.958969, 15.081456, 7.554065)
C (17.365657, 15.214975, 8.201031)
C (15.704531, 16.180101, 6.501786)
C (15.729232, 13.675890, 6.961189)
C (13.717553, 10.337322, 13.732474)
C (14.030716, 9.479995, 12.486875)
C (14.974010, 10.516920, 14.614714)
C (12.537999, 9.696878, 14.500296)
H (11.415411, 15.111664, 14.881056)
H (11.271163, 15.614863, 13.171256)
H (12.785268, 15.871622, 14.050307)
H (12.947691, 12.778864, 15.323254)
H (12.276979, 13.190753, 10.123479)
H (7.811845, 15.392276, 9.090224)
H (8.450162, 16.536228, 11.467247)
H (10.205126, 16.808386, 11.575981)
H (9.458551, 15.471138, 12.458501)
H (6.884918, 13.615659, 7.692428)
H (7.108060, 13.394725, 5.959021)
H (7.569221, 14.915386, 6.760144)
H (8.200804, 11.457191, 8.112943)
H (9.893821, 11.413625, 7.712711)
H (8.678341, 11.212797, 6.421233)
H (9.996566, 14.715670, 5.844402)
H (9.760287, 13.132830, 5.110748)
H (10.973600, 13.358494, 6.392487)
H (15.239911, 17.416068, 9.279897)
H (13.168512, 18.135781, 11.023826)
H (13.668910, 17.077253, 12.344998)
H (12.109791, 16.793358, 11.557187)
H (17.476369, 16.214595, 8.629470)
H (18.165773, 15.077475, 7.464610)
H (17.491613, 14.496531, 9.020435)
H (15.824376, 17.162501, 6.946748)
H (14.685816, 16.081073, 6.121199)
H (16.379675, 16.117796, 5.659429)
H (15.951821, 12.929078, 7.732229)
H (16.387148, 13.473342, 6.113571)
H (14.685089, 13.521700, 6.682802)
H (14.839835, 9.913779, 11.892464)
H (13.125786, 9.375133, 11.863260)
H (14.365717, 8.497371, 12.781985)
H (15.727001, 11.114837, 14.101841)
H (15.439917, 9.559786, 14.866395)
H (14.720503, 11.047769, 15.532008)
H (11.636375, 9.788860, 13.896488)
H (12.365245, 10.263728, 15.400662)
H (12.718753, 8.657449, 14.744174)
Se (16.596672, 10.431111, 7.072481)
N (16.613014, 8.614495, 7.481867)
C (15.486178, 8.288889, 8.097976)
C (15.124942, 6.996055, 8.627434)
C (13.930683, 6.916245, 9.300003)
C (13.152724, 8.060789, 9.562786)
N (13.464265, 9.295438, 9.146339)
C (14.510698, 9.422521, 8.282473)
N (14.823662, 10.622223, 7.802923)
H (15.764815, 6.139528, 8.435280)
H (13.525065, 5.974447, 9.652624)
H (12.243775, 7.964410, 10.149435)
Se (10.822290, 10.725984, 10.909255)
C (9.254597, 9.781638, 10.342186)
C (9.276369, 8.835463, 9.312400)
C (8.119678, 8.150955, 9.008140)
C (6.937549, 8.394140, 9.711719)
C (6.924807, 9.309071, 10.746905)
C (8.075437, 10.001534, 11.058971)
H (10.193179, 8.693281, 8.766645)
H (8.140155, 7.405486, 8.224841)
H (6.054030, 7.831520, 9.450836)
H (6.006337, 9.512778, 11.295026)
H (8.147351, 10.714479, 11.867371)
O (15.683730, 13.003301, 11.176735)
C (16.559802, 12.086938, 10.949666)
O (16.262714, 11.005566, 10.326725)
H (17.614943, 12.227284, 11.301436)

Cartesian forces (eV/Å) of the 6 atoms listed first:
-1.079 1.114 1.784
-0.097 0.502 0.092
0.668 -3.563 -0.061
-0.220 0.621 -0.849
-0.675 2.703 -0.831
-0.075 0.912 0.523

---

Record 3
This record from the OMol25 dataset describes a single C24H36N4O5 molecule. The level of theory is ωB97M-V/def2-TZVPD.

Properties
ΔE to the lowest compared entry with this formula, charge and spin: 5.3 kcal/mol
F_max: 0.8 eV/A
Frontier orbital gap: 9.269 eV
LUMO: 0.018 Ha
E: -41673.9225 eV

CARTESIAN COORDINATES (ANGSTROEM)
C (-5.354524, -1.172251, -0.040372)
C (-4.090025, -1.618183, -0.770953)
C (-4.164795, -1.239341, -2.248373)
C (-2.856643, -1.024284, -0.068601)
N (-2.733981, 0.407034, -0.277794)
C (-2.051793, 1.145446, 0.655957)
O (-1.971893, 0.826695, 1.816972)
O (-1.573421, 2.253368, 0.082742)
C (-0.869963, 3.258840, 0.867669)
C (-0.366983, 4.258798, -0.174039)
C (-1.858442, 3.917744, 1.829381)
C (0.308260, 2.642574, 1.616178)
C (-1.532217, -1.607899, -0.562771)
O (-1.161507, -1.430710, -1.723581)
N (-0.737544, -2.222863, 0.317262)
C (-0.981719, -2.469069, 1.727534)
C (0.192866, -3.354523, 2.132646)
C (1.335443, -2.801601, 1.285082)
C (0.663521, -2.444573, -0.041360)
C (1.205751, -1.119590, -0.595707)
O (1.151644, -0.111541, 0.075862)
N (1.690793, -1.154778, -1.848299)
C (2.225936, 0.025488, -2.501469)
C (3.729285, 0.213069, -2.205690)
C (4.037916, -0.019308, -0.753252)
C (3.922363, 1.010980, 0.170621)
C (4.148913, 0.774840, 1.513662)
C (4.503829, -0.490790, 1.949713)
C (4.632091, -1.520481, 1.034555)
C (4.395398, -1.285370, -0.308668)
C (1.412953, 1.282705, -2.118458)
N (0.081269, 1.133035, -2.256453)
O (1.938848, 2.344089, -1.867111)
H (-5.356307, -1.528626, 0.987026)
H (-5.409345, -0.086769, -0.026771)
H (-6.237246, -1.560388, -0.542542)
H (-3.998966, -2.708446, -0.694943)
H (-4.940160, -1.822178, -2.740087)
H (-3.217456, -1.437314, -2.741972)
H (-4.410988, -0.186190, -2.359967)
H (-2.956132, -1.160432, 1.009723)
H (-2.597429, 0.684445, -1.239930)
H (-1.185258, 4.575769, -0.816975)
H (0.413873, 3.807769, -0.782779)
H (0.043729, 5.131077, 0.325714)
H (-2.255935, 3.177162, 2.518776)
H (-1.354111, 4.692977, 2.399189)
H (-2.682930, 4.363716, 1.276368)
H (0.895455, 2.022115, 0.944104)
H (-0.039583, 2.023616, 2.437933)
H (0.937785, 3.436622, 2.008014)
H (-0.972684, -1.523082, 2.280207)
H (-1.942680, -2.966631, 1.870702)
H (-0.009755, -4.392864, 1.864234)
H (0.400056, -3.300657, 3.198506)
H (1.725511, -1.886068, 1.732981)
H (2.152267, -3.507321, 1.153116)
H (0.730779, -3.247165, -0.784824)
H (1.675624, -2.017499, -2.366069)
H (2.087120, -0.102809, -3.581858)
H (3.987704, 1.235042, -2.484829)
H (4.301265, -0.483806, -2.822280)
H (3.630068, 1.991978, -0.169614)
H (4.042366, 1.579893, 2.225504)
H (4.678822, -0.675624, 2.999890)
H (4.913446, -2.510097, 1.367202)
H (4.493646, -2.095831, -1.019430)
H (-0.488903, 1.864322, -1.853181)
H (-0.325294, 0.205755, -2.284056)

Cartesian forces (eV/Å) of the 6 atoms listed first:
0.219 -0.179 -0.052
0.032 0.168 0.037
0.142 -0.255 0.099
0.073 -0.086 0.051
-0.234 -0.017 -0.316
-0.297 0.023 -0.164